# 1
Below is a cluster of 2 separate species, C3H13N2 in total at a distorted geometry, with properties calculated with the ωB97M-V functional and the def2-TZVPD basis.

The value obtained for the energy relative to the best compared isomer or geometry (same formula, charge and spin) is 2.410 eV. For the molar mass, the calculation gives 77.15 u. As for the spin multiplicity: 2. The calculation puts the HOMO-LUMO gap (spin up / spin down) at 3.98 / 11.02 eV. The HOMO energy (spin up / spin down) comes out at -3.07 / -10.34 eV. As for the total charge: 0. The calculation puts the energy at -231.40055 hartree.

Element x y z (Å)
C: -1.4016 -0.9256 -1.6204
N: -1.4187 -1.1412 -0.1423
H: -1.3702 -2.0337 -1.9487
H: -0.4789 -0.3346 -2.0607
H: -2.3580 -0.4763 -2.0931
H: -2.2700 -0.7380 0.2015
H: -1.4052 -2.1441 0.2095
H: -0.5915 -0.4948 0.1992
C: 1.8075 0.2222 -0.1189
N: 0.4648 0.9043 0.1907
C: 0.5504 1.1866 1.7138
H: 1.8509 0.0320 -1.1234
H: 1.7942 -0.7431 0.2101
H: 2.7272 0.8054 0.2809
H: 0.3257 1.8612 -0.2269
H: -0.0556 2.2033 2.0165
H: 0.2637 0.4019 2.4740
H: 1.5654 1.4143 1.8384

---

# 2
Below is the ion C3H10NOS with charge +1 at a distorted geometry, with properties calculated with the ωB97M-V functional and the def2-TZVPD basis.

The value obtained for the energy relative to the best compared isomer or geometry (same formula, charge and spin) is 1.743 eV. For the molar mass, the calculation gives 108.19 u. As for the spin multiplicity: 1. The calculation puts the HOMO-LUMO gap at 10.48 eV. The HOMO energy comes out at -13.77 eV. As for the total charge: +1. The calculation puts the energy at -648.17407 hartree.

Element x y z (Å)
N: 1.0449 -0.4382 -0.7633
C: -0.1662 0.0448 -0.0924
C: -0.7229 -1.1402 0.7975
O: -0.1330 -2.3230 0.3598
C: -0.0753 1.4393 0.4527
S: 0.7214 2.6896 -0.6903
H: 0.9897 -0.6296 -1.7055
H: 1.7145 0.3447 -0.6711
H: 1.3260 -1.3879 -0.4878
H: -0.9831 0.2326 -0.7609
H: -1.8389 -1.0897 0.7293
H: -0.3630 -0.6311 1.7322
H: -0.5652 -3.1614 0.3409
H: -1.0643 1.7799 0.7178
H: 0.4619 1.2279 1.5080
H: -0.3464 3.0421 -1.4668

---

# 3
Below is the molecule C5H11NO at a distorted geometry, with properties calculated with the ωB97M-V functional and the def2-TZVPD basis.

The value obtained for the energy relative to the best compared isomer or geometry (same formula, charge and spin) is 2.745 eV. For the molar mass, the calculation gives 101.15 u. As for the spin multiplicity: 1. The calculation puts the HOMO-LUMO gap at 10.08 eV. The HOMO energy comes out at -9.59 eV. As for the total charge: 0. The calculation puts the energy at -327.03046 hartree.

Element x y z (Å)
C: -1.2455 -1.4033 0.2275
C: 0.1009 -0.7902 -0.2081
C: 1.1247 -0.8990 0.8845
C: -0.1320 0.7051 -0.5551
N: -0.7453 1.4608 0.5776
C: 1.1070 1.4915 -1.0305
O: 1.3656 1.8787 -2.1989
H: -1.9398 -0.5453 0.3936
H: -1.2446 -2.2949 0.9359
H: -1.6776 -1.7533 -0.7703
H: 0.3303 -1.2427 -1.1782
H: 2.1228 -0.8621 0.5560
H: 0.9771 0.0706 1.5600
H: 0.9720 -1.7411 1.4644
H: -0.7585 0.9695 -1.4137
H: -0.6201 2.4825 0.4323
H: -1.7577 1.1277 0.6558
H: 2.0206 1.3456 -0.3328

---

# 4
Below is a cluster of 2 separate species, C2H6N3 in total at a distorted geometry, with properties calculated with the ωB97M-V functional and the def2-TZVPD basis.

The value obtained for the energy relative to the best compared isomer or geometry (same formula, charge and spin) is 3.213 eV. For the molar mass, the calculation gives 72.09 u. As for the spin multiplicity: 1. The calculation puts the HOMO-LUMO gap at 10.16 eV. The HOMO energy comes out at -15.69 eV. As for the total charge: +1. The calculation puts the energy at -243.71685 hartree.

Element x y z (Å)
C: -1.1748 -0.2864 0.1011
C: 2.1255 0.3353 -0.5887
N: -1.4162 -1.3921 0.8190
N: 1.4256 1.3763 -0.3900
N: -1.0278 0.6290 -0.4906
H: -1.1759 -2.2428 0.2945
H: -0.8058 -1.3503 1.5825
H: 1.7921 2.2389 -0.2203
H: 0.4433 0.9476 -0.6334
H: 2.9634 -0.1603 -0.2233
H: 1.5450 -0.3225 -1.2967

---

# 5
Below is a structure of composition C24H26Br2N8RuS2 at a distorted geometry, with properties calculated with the ωB97M-V functional and the def2-TZVPD basis.

The value obtained for the energy relative to the best compared isomer or geometry (same formula, charge and spin) is 1.498 eV. For the molar mass, the calculation gives 751.54 u. As for the spin multiplicity: 6. The calculation puts the HOMO-LUMO gap (spin up / spin down) at 6.42 / 6.11 eV. The HOMO energy (spin up / spin down) comes out at -9.81 / -11.15 eV. As for the total charge: +1. The calculation puts the energy at -7407.10516 hartree.

Element x y z (Å)
Ru: -1.8585 0.7082 -0.2800
C: -4.2941 -4.6744 -1.5053
C: -4.1707 -4.0788 -0.1455
N: -4.4893 -2.6700 -0.2799
C: -3.5801 -1.7107 -0.0533
S: -3.8642 -0.1448 -0.8512
N: -2.5104 -2.0803 0.5474
N: -1.6314 -1.1135 0.7918
C: -0.7032 -1.2625 1.6652
C: -0.4380 -2.5690 2.3458
C: 0.1194 -0.0553 1.8498
C: 1.3988 0.0272 2.3838
C: 2.2109 1.2100 2.4185
C: 1.6328 2.3249 1.8674
C: 0.3255 2.1437 1.3076
N: -0.2838 1.0143 1.1515
H: -4.0344 -5.7343 -1.3904
H: -3.6077 -4.2974 -2.2227
H: -5.2754 -4.7070 -1.8997
H: -3.2146 -4.1816 0.3213
H: -4.9032 -4.4787 0.5766
H: -5.3362 -2.4499 -0.8353
H: 0.0787 -2.3719 3.2590
H: -0.0013 -3.2311 1.6460
H: -1.3393 -3.1520 2.4082
H: 1.7776 -0.9275 2.7237
H: 3.2104 1.2133 2.8304
H: 2.2723 3.2242 1.8201
H: -0.1273 2.9497 0.7733
S: -2.0041 2.7666 -1.3763
C: -0.6661 2.5392 -2.5330
N: -0.4750 3.5246 -3.4356
N: 0.7971 3.9098 -3.7554
C: 1.8317 3.9790 -2.8083
C: 3.1171 3.5669 -3.1571
C: 4.1510 3.7553 -2.2142
C: 3.8330 4.3580 -1.0318
C: 2.6591 4.9223 -0.7563
C: 1.6108 4.7264 -1.6455
N: 0.2303 1.5010 -2.4297
N: -0.2085 0.4261 -1.7967
C: 0.8802 -0.5182 -1.5790
C: 2.1656 -0.0516 -1.4199
C: 3.1768 -0.9349 -1.3375
C: 2.9475 -2.2914 -1.3180
C: 1.6737 -2.7577 -1.3251
C: 0.6142 -1.8891 -1.5718
H: 1.0860 3.9831 -4.7725
H: 3.2806 2.9665 -4.1150
H: 5.0658 3.2946 -2.4132
H: 4.6024 4.4219 -0.2952
H: 2.4523 5.4647 0.1595
H: 0.6041 4.9737 -1.3830
H: 2.3112 1.0159 -1.2375
H: 4.1327 -0.4808 -1.3090
H: 3.7687 -2.9772 -1.2157
H: 1.3991 -3.7499 -1.1960
H: -0.4284 -2.2507 -1.6306
Br: -2.8388 -0.5208 4.8474
C: -2.5066 -1.4582 6.4718
Br: -0.6870 -1.9911 6.6418
H: -3.0779 -2.3252 6.4363
H: -2.8615 -0.8233 7.2780

---

# 6
Below is a structure of composition C25H44GeMnN4OSi at a distorted geometry, with properties calculated with the ωB97M-V functional and the def2-TZVPD basis.

The value obtained for the energy relative to the best compared isomer or geometry (same formula, charge and spin) is 0.000 eV. For the molar mass, the calculation gives 572.29 u. As for the spin multiplicity: 5. The calculation puts the HOMO-LUMO gap (spin up / spin down) at 7.19 / 8.18 eV. The HOMO energy (spin up / spin down) comes out at -10.50 / -10.67 eV. As for the total charge: +1. The calculation puts the energy at -4790.56316 hartree.

Element x y z (Å)
Mn: -0.2862 -0.1401 0.4771
C: 0.9382 3.5902 1.0471
C: 1.2802 2.4834 2.0288
C: 2.0614 2.7061 3.1236
C: 2.1564 1.6794 4.0548
C: 1.5918 0.4214 3.8731
C: 0.8615 0.2321 2.6813
N: 0.7554 1.2595 1.8134
N: 0.1720 -0.8312 2.2379
Si: 0.2175 -2.3437 3.0595
C: 1.8736 -3.0730 3.2751
C: -0.6751 -2.1890 4.7363
C: -0.6598 -3.7409 2.1391
H: 1.4277 4.4898 1.3729
H: -0.1343 3.7534 1.0008
H: 1.3387 3.3181 0.0866
H: 2.5534 3.6620 3.2823
H: 2.6398 1.8891 5.0078
H: 1.7407 -0.3393 4.6500
H: 2.5324 -2.4622 3.8502
H: 2.3941 -3.2856 2.3261
H: 1.7565 -3.9648 3.8189
H: -0.4326 -1.2994 5.2769
H: -0.5899 -3.0719 5.3630
H: -1.7591 -2.1123 4.5475
H: -0.1303 -3.9544 1.2123
H: -1.7394 -3.5330 1.9320
H: -0.4992 -4.6167 2.7419
O: -0.7208 1.3343 -0.9721
C: -0.9762 1.3430 -2.1930
C: -0.3918 0.4380 -3.2476
C: 0.5172 1.3364 -4.0949
C: 1.1696 2.5749 -3.4072
C: 0.2926 3.8351 -3.2436
C: -0.9830 3.7306 -2.3853
N: -1.5738 2.4304 -2.7285
H: -1.2158 0.0815 -3.9088
H: 0.0589 -0.3945 -2.7590
H: -0.0252 1.6675 -4.9691
H: 1.3109 0.6914 -4.4672
H: 2.0212 2.8467 -3.9876
H: 1.5550 2.2900 -2.4196
H: -0.0139 4.1354 -4.2134
H: 0.9269 4.6361 -2.8493
H: -1.6867 4.5486 -2.5915
H: -0.7388 3.6949 -1.3257
H: -1.8978 2.3270 -3.6616
C: -3.5986 -1.0230 2.6068
Ge: -3.6062 -0.4618 0.6807
C: -5.0934 -1.2818 -0.3088
C: -3.6772 1.5436 0.5089
C: -1.8608 -1.2224 -0.0446
H: -4.5442 -0.6886 3.0344
H: -2.7058 -0.6827 3.1534
H: -3.5703 -2.0955 2.6883
H: -6.0109 -0.9237 0.0740
H: -5.1015 -2.3694 -0.3662
H: -5.0882 -0.8855 -1.3462
H: -4.0781 2.0107 1.4265
H: -4.3319 1.8117 -0.3233
H: -2.6730 1.8690 0.3719
H: -1.9481 -1.1552 -1.1331
H: -1.9117 -2.2753 0.1906
C: 4.2312 -2.5421 -3.6741
C: 3.2437 -1.9038 -2.7306
C: 3.4280 -0.6284 -2.1801
C: 2.4638 -0.1844 -1.2836
N: 1.4110 -0.8677 -0.8406
C: 1.2552 -2.1282 -1.3311
C: 2.1054 -2.5988 -2.2833
H: 3.8891 -2.4466 -4.6751
H: 4.3539 -3.5762 -3.3427
H: 5.1708 -1.9746 -3.6026
H: 4.2616 0.0437 -2.3876
H: 2.5735 0.8036 -0.8533
H: 0.4690 -2.6841 -0.8955
H: 1.9293 -3.5566 -2.7241